{
  "formula": "C18H44O3Si2",
  "method": "ωB97M-V/def2-TZVPD",
  "energy_ev": -41280.084,
  "e_lumo_ha": 0.030,
  "e_homo_ev": -10.423,
  "orbital_gap_ev": 11.2,
  "elements": ["C", "C", "C", "O", "O", "C", "C", "Si", "O", "Si", "C", "H", "H", "H", "H", "H", "H", "H", "H", "H", "H", "H", "H", "H", "H", "H", "H", "C", "C", "C", "C", "C", "C", "H", "H", "H", "H", "H", "H", "H", "H", "H", "H", "H", "H", "H", "H", "C", "C", "C", "C", "C", "C", "H", "H", "H", "H", "H", "H", "H", "H", "H", "H", "H", "H", "H", "H"],
  "coordinates": [[-6.022, 0.260, 3.028], [-4.872, 0.632, 3.987], [-3.847, 1.496, 3.301], [-3.863, 2.686, 3.303], [-2.916, 0.803, 2.555], [-1.611, 0.694, 3.148], [-1.360, -0.679, 3.763], [-0.976, -1.985, 2.466], [-2.034, -3.245, 2.404], [-3.686, -3.247, 2.350], [-4.324, -2.417, 0.819], [-6.985, 0.348, 3.531], [-5.920, -0.762, 2.667], [-6.054, 0.925, 2.163], [-4.401, -0.274, 4.371], [-5.254, 1.212, 4.829], [-1.470, 1.503, 3.871], [-0.903, 0.871, 2.334], [-0.472, -0.598, 4.400], [-2.184, -0.968, 4.423], [0.358, -2.559, 2.743], [-0.940, -1.306, 1.150], [-4.116, -4.657, 2.416], [-4.211, -2.526, 3.538], [-5.417, -2.401, 0.868], [-3.984, -1.378, 0.762], [-4.030, -2.939, -0.094], [1.285, -2.323, -0.861], [2.586, -2.531, -0.094], [3.549, -1.351, -0.217], [4.012, -1.042, -1.642], [4.705, -2.199, -2.359], [5.977, -2.672, -1.663], [1.457, -2.233, -1.935], [0.596, -3.156, -0.710], [0.785, -1.412, -0.525], [3.070, -3.452, -0.431], [2.357, -2.681, 0.964], [4.419, -1.530, 0.420], [3.061, -0.457, 0.187], [4.697, -0.188, -1.604], [3.159, -0.711, -2.242], [4.948, -1.881, -3.376], [4.013, -3.040, -2.464], [6.691, -1.852, -1.561], [6.462, -3.470, -2.226], [5.769, -3.056, -0.663], [0.215, 2.208, -0.456], [0.859, 1.753, -1.761], [1.960, 2.688, -2.258], [1.500, 4.115, -2.563], [0.367, 4.217, -3.583], [0.726, 3.645, -4.950], [-0.285, 3.172, -0.565], [-0.536, 1.491, -0.118], [0.964, 2.309, 0.334], [0.087, 1.639, -2.527], [1.291, 0.758, -1.620], [2.421, 2.252, -3.149], [2.753, 2.732, -1.503], [2.360, 4.685, -2.931], [1.189, 4.606, -1.637], [0.091, 5.269, -3.693], [-0.524, 3.712, -3.199], [1.605, 4.145, -5.362], [-0.093, 3.773, -5.659], [0.947, 2.578, -4.896]]
}